DFT (wB97M-V/def2-TZVPD) results for a cluster of 6 separate species, C49H47BrN6O15P2S in total at a distorted geometry.

The LUMO energy is -1.5 eV. The total energy comes out at -7006.9172 a.u. The value obtained for the HOMO-LUMO gap is 6.94 eV. The value obtained for the maximum force is 0.047 hartree/bohr. Its SMILES is C#CC1=C(C)C(=O)c2c(C[C@@H](C)O)c(P(=N)(O)O)c([PH2]=S)c(C[C@@H](C)Br)c2C1=O.O=[N+]([O-])c1ccccc1.O=[N+]([O-])c1ccccc1.O=[N+]([O-])c1ccccc1.O=[N+]([O-])c1ccccc1.O=[N+]([O-])c1ccccc1.

Cartesian coordinates (Å):
1 C 3.63 -2.28 1.51
2 C 2.58 -1.77 1.85
3 C 1.32 -1.09 2.13
4 C 0.15 -1.75 2.13
5 C 0.01 -3.24 1.84
6 C -1.15 -0.97 2.39
7 O -2.05 -1.44 3.04
8 C -1.15 0.45 1.79
9 C -2.32 1.01 1.23
10 C -3.61 0.17 1.22
11 C -4.54 0.47 2.44
12 C -4.13 1.71 3.29
13 O -5.92 0.51 2.07
14 C -2.25 2.33 0.70
15 P -3.69 3.22 -0.03
16 N -3.88 4.55 0.77
17 O -5.10 2.41 0.05
18 O -3.39 3.45 -1.62
19 C -1.00 3.03 0.71
20 P -0.83 4.74 -0.02
21 S -0.39 6.11 1.30
22 C 0.19 2.43 1.26
23 C 1.52 3.19 1.23
24 C 2.13 3.36 -0.24
25 C 3.68 3.14 -0.15
26 Br 1.34 2.13 -1.55
27 C 0.09 1.15 1.81
28 C 1.30 0.42 2.43
29 O 2.13 0.94 3.11
30 H 4.56 -2.80 1.62
31 H 0.49 -3.87 2.62
32 H 0.36 -3.47 0.82
33 H -1.07 -3.50 1.87
34 H -4.14 0.28 0.25
35 H -3.35 -0.91 1.27
36 H -4.45 -0.39 3.14
37 H -4.86 1.84 4.11
38 H -3.15 1.57 3.79
39 H -4.14 2.65 2.71
40 H -6.46 0.49 2.87
41 H -3.18 4.59 1.51
42 H -5.50 2.48 -0.83
43 H -2.61 2.93 -1.88
44 H 0.11 4.69 -1.09
45 H -2.04 5.16 -0.63
46 H 2.31 2.67 1.79
47 H 1.45 4.19 1.68
48 H 2.00 4.42 -0.51
49 H 3.92 2.08 -0.33
50 H 4.06 3.39 0.86
51 H 4.23 3.78 -0.86
52 O -1.19 8.36 -0.56
53 N -2.07 8.44 -1.39
54 O -1.99 8.00 -2.53
55 C -3.31 9.12 -1.01
56 C -3.43 9.66 0.26
57 C -4.59 10.32 0.62
58 C -5.63 10.42 -0.30
59 C -5.51 9.87 -1.56
60 C -4.35 9.21 -1.92
61 H -2.62 9.58 0.98
62 H -4.69 10.75 1.60
63 H -6.54 10.94 -0.02
64 H -6.33 9.95 -2.27
65 H -4.26 8.78 -2.91
66 O -0.57 -4.68 9.57
67 N -0.45 -3.48 9.50
68 O -0.17 -2.76 10.44
69 C -0.65 -2.84 8.19
70 C -1.01 -3.63 7.10
71 C -1.23 -3.02 5.87
72 C -1.08 -1.65 5.74
73 C -0.72 -0.87 6.83
74 C -0.50 -1.47 8.07
75 H -1.12 -4.70 7.20
76 H -1.51 -3.62 5.02
77 H -1.26 -1.18 4.78
78 H -0.60 0.20 6.73
79 H -0.22 -0.86 8.91
80 O 6.36 -3.73 0.21
81 N 5.51 -4.58 0.04
82 O 4.31 -4.36 0.07
83 C 5.94 -5.96 -0.20
84 C 7.30 -6.26 -0.20
85 C 7.70 -7.57 -0.41
86 C 6.75 -8.56 -0.62
87 C 5.40 -8.25 -0.63
88 C 4.99 -6.94 -0.41
89 H 8.04 -5.49 -0.04
90 H 8.75 -7.82 -0.41
91 H 7.07 -9.58 -0.78
92 H 4.66 -9.02 -0.79
93 H 3.94 -6.70 -0.41
94 O 4.75 -8.96 -3.72
95 N 3.86 -8.86 -4.54
96 O 3.54 -9.73 -5.33
97 C 3.11 -7.60 -4.58
98 C 3.47 -6.57 -3.73
99 C 2.79 -5.36 -3.78
100 C 1.75 -5.20 -4.69
101 C 1.39 -6.24 -5.54
102 C 2.07 -7.45 -5.49
103 H 4.28 -6.69 -3.02
104 H 3.07 -4.55 -3.12
105 H 1.22 -4.26 -4.74
106 H 0.58 -6.11 -6.24
107 H 1.79 -8.25 -6.15
108 O 1.33 -0.58 -5.01
109 N 0.48 -0.52 -5.88
110 O 0.20 -1.42 -6.64
111 C -0.27 0.74 -6.00
112 C 0.05 1.81 -5.17
113 C -0.64 3.00 -5.30
114 C -1.64 3.12 -6.26
115 C -1.95 2.05 -7.08
116 C -1.26 0.85 -6.96
117 H 0.83 1.72 -4.42
118 H -0.39 3.84 -4.66
119 H -2.17 4.06 -6.37
120 H -2.73 2.15 -7.83
121 H -1.51 0.02 -7.60

DFT (wB97M-V/def2-TZVPD) results for a structure of composition C49H47CsN6O3P2S.

The LUMO energy is 0.3 eV. The total energy comes out at -3550.7824 a.u. The value obtained for the HOMO-LUMO gap is 7.31 eV. The value obtained for the maximum force is 0.007 hartree/bohr.

Cartesian coordinates (Å):
1 Cs 0.13 1.66 1.81
2 C 1.16 -1.48 6.12
3 C 1.12 -0.55 4.94
4 N 0.03 -0.11 4.42
5 N -1.10 -0.57 5.03
6 C -2.26 -0.13 4.61
7 N -3.32 -0.61 5.33
8 S -2.68 1.02 3.38
9 C 2.43 -0.12 4.37
10 C 3.60 -0.29 5.11
11 C 4.82 0.09 4.57
12 C 4.85 0.63 3.30
13 C 3.64 0.78 2.64
14 N 2.47 0.43 3.16
15 H 0.22 -2.03 6.18
16 H 1.26 -0.92 7.06
17 H 1.99 -2.18 6.05
18 H -3.14 -1.41 5.91
19 H -4.23 -0.50 4.93
20 H 3.57 -0.71 6.11
21 H 5.73 -0.04 5.14
22 H 5.78 0.94 2.83
23 H 3.61 1.22 1.64
24 C 2.42 -1.76 -5.98
25 C 1.24 -2.25 -5.12
26 C 0.54 -3.42 -5.83
27 C 1.76 -2.72 -3.77
28 C 2.60 -3.83 -3.67
29 C 3.05 -4.29 -2.45
30 C 2.65 -3.66 -1.28
31 C 1.82 -2.54 -1.33
32 P 1.14 -1.65 0.13
33 C -0.56 -2.35 0.13
34 C -0.86 -3.63 -0.32
35 C -2.15 -4.12 -0.23
36 C -3.16 -3.34 0.33
37 C -2.87 -2.06 0.78
38 C -1.58 -1.57 0.67
39 C 1.93 -2.55 1.51
40 C 3.30 -2.37 1.71
41 C 3.94 -2.92 2.80
42 C 3.21 -3.65 3.74
43 C 1.85 -3.82 3.57
44 C 1.21 -3.27 2.46
45 C 1.41 -2.08 -2.59
46 O 0.63 -0.95 -2.56
47 C 0.03 -0.51 -3.70
48 C -0.82 0.59 -3.54
49 C -1.49 1.07 -4.66
50 C -1.30 0.49 -5.90
51 C -0.43 -0.57 -6.03
52 C 0.26 -1.10 -4.94
53 P -0.94 1.39 -1.89
54 C 0.15 2.84 -2.13
55 C 1.05 2.96 -3.19
56 C 1.91 4.05 -3.27
57 C 1.89 5.03 -2.29
58 C 1.00 4.93 -1.23
59 C 0.14 3.84 -1.15
60 C -2.61 2.14 -1.99
61 C -2.89 3.41 -2.50
62 C -4.19 3.90 -2.48
63 C -5.22 3.13 -1.96
64 C -4.96 1.86 -1.46
65 C -3.66 1.37 -1.47
66 H 3.14 -2.56 -6.13
67 H 2.93 -0.93 -5.49
68 H 2.08 -1.42 -6.96
69 H 1.23 -4.25 -5.98
70 H 0.17 -3.12 -6.81
71 H -0.30 -3.78 -5.23
72 H 2.91 -4.34 -4.58
73 H 3.70 -5.15 -2.41
74 H 2.97 -4.04 -0.32
75 H -0.08 -4.25 -0.74
76 H -2.38 -5.12 -0.59
77 H -4.17 -3.73 0.41
78 H -3.63 -1.44 1.23
79 H -1.38 -0.56 1.01
80 H 3.87 -1.78 1.00
81 H 5.00 -2.77 2.94
82 H 3.71 -4.08 4.60
83 H 1.27 -4.37 4.30
84 H 0.14 -3.40 2.35
85 H -2.15 1.92 -4.55
86 H -1.82 0.88 -6.77
87 H -0.27 -1.01 -7.01
88 H 1.08 2.20 -3.97
89 H 2.61 4.12 -4.10
90 H 2.56 5.88 -2.36
91 H 0.96 5.68 -0.46
92 H -0.55 3.79 -0.31
93 H -2.09 4.02 -2.89
94 H -4.39 4.89 -2.87
95 H -6.23 3.52 -1.94
96 H -5.76 1.26 -1.05
97 H -3.44 0.39 -1.06
98 C -3.03 5.18 4.59
99 O -1.81 5.23 3.86
100 C -1.70 4.60 2.68
101 O -0.62 4.51 2.14
102 N -2.87 4.14 2.13
103 N -2.75 3.30 1.02
104 H -2.84 5.72 5.52
105 H -3.31 4.15 4.82
106 H -3.84 5.69 4.05
107 H -3.62 3.92 2.77
108 H -3.41 3.60 0.31
109 H -2.98 2.35 1.30

DFT (wB97M-V/def2-TZVPD) results for a structure of composition C49H48As2ClHfIN7O9S at a distorted geometry.

The LUMO energy (spin up / spin down) is -10.2 / -10.2 eV. The total energy comes out at -8631.2923 a.u. The value obtained for the HOMO-LUMO gap (spin up / spin down) is 3.04 / 3.04 eV. The value obtained for the maximum force is 0.073 hartree/bohr. Its total charge is +3.

Cartesian coordinates (Å):
1 Hf 1.11 -0.38 0.05
2 C 2.54 -2.93 1.35
3 C 2.17 -2.34 2.71
4 C 0.75 -2.14 2.84
5 C 0.08 -2.17 4.09
6 C -1.27 -2.01 4.20
7 C -2.02 -1.86 2.96
8 C -1.29 -1.79 1.80
9 N 0.05 -1.85 1.67
10 N 2.97 -1.84 0.30
11 C 3.16 -2.40 -1.06
12 C 1.86 -2.84 -1.67
13 C 1.79 -3.69 -2.77
14 C 0.56 -4.13 -3.18
15 C -0.59 -3.74 -2.49
16 C -0.45 -2.86 -1.45
17 N 0.76 -2.33 -1.13
18 C 4.31 -1.32 0.71
19 C 4.73 -0.06 0.04
20 C 6.05 0.36 -0.07
21 C 6.31 1.51 -0.83
22 C 5.30 2.14 -1.50
23 C 4.01 1.63 -1.34
24 N 3.71 0.58 -0.56
25 H 1.69 -3.39 0.81
26 H 3.39 -3.60 1.50
27 H 2.27 -0.95 2.56
28 H 2.70 -2.83 3.51
29 H 0.65 -2.16 5.03
30 H -1.76 -1.96 5.15
31 H -3.08 -1.72 2.95
32 H -1.75 -1.56 0.88
33 H 3.80 -3.28 -0.95
34 H 3.64 -1.68 -1.72
35 H 2.72 -3.98 -3.27
36 H 0.47 -4.85 -3.99
37 H -1.62 -4.07 -2.78
38 H -1.31 -2.60 -0.86
39 H 5.04 -2.12 0.55
40 H 4.27 -1.19 1.79
41 H 6.86 -0.20 0.43
42 H 7.34 1.87 -1.02
43 H 5.48 3.05 -2.13
44 H 3.21 2.08 -1.90
45 Cl 2.82 5.72 3.79
46 C 2.43 4.17 3.27
47 C 2.60 3.16 4.12
48 C 2.52 1.80 3.78
49 I 2.83 0.51 5.32
50 C 2.21 1.42 2.50
51 O 2.23 0.19 1.95
52 C 1.90 2.46 1.60
53 N 1.50 2.05 0.35
54 C 1.29 3.01 -0.55
55 C 1.59 4.38 -0.35
56 C 1.96 4.78 0.88
57 C 2.06 3.86 1.94
58 H 2.85 3.33 5.14
59 H 0.92 2.77 -1.50
60 H 1.41 5.05 -1.17
61 H 2.19 5.81 1.09
62 C -2.27 3.41 1.64
63 O -1.31 2.38 1.70
64 C -1.27 1.50 0.72
65 O -0.47 0.54 0.95
66 C -1.89 1.65 -0.52
67 C -2.95 2.35 -1.17
68 As -2.45 3.42 -2.78
69 C -3.84 3.16 -4.05
70 C -0.93 2.37 -3.51
71 C -0.46 1.26 -2.99
72 As -1.27 0.23 -1.56
73 C -2.92 -0.36 -2.39
74 C 0.95 0.78 -3.11
75 O 1.58 0.40 -2.08
76 O 1.49 0.78 -4.28
77 C 2.78 0.15 -4.48
78 C 0.07 3.17 -4.37
79 O -0.02 3.34 -5.56
80 O 1.05 3.70 -3.60
81 C 2.15 4.06 -4.48
82 C -4.28 2.08 -0.68
83 O -4.46 1.23 0.15
84 O -5.25 2.87 -1.22
85 C -6.55 2.95 -0.61
86 H -2.01 4.07 2.47
87 H -3.20 2.94 1.78
88 H -2.28 3.93 0.73
89 H -4.63 3.82 -3.65
90 H -4.17 2.15 -4.13
91 H -3.60 3.59 -5.04
92 H -3.43 0.51 -2.79
93 H -3.53 -0.74 -1.56
94 H -2.77 -1.07 -3.17
95 H 2.91 0.25 -5.54
96 H 2.68 -0.88 -4.17
97 H 3.56 0.67 -3.95
98 H 3.04 4.30 -3.86
99 H 1.85 4.97 -5.01
100 H 2.33 3.26 -5.22
101 H -7.28 2.61 -1.32
102 H -6.78 4.03 -0.46
103 H -6.67 2.37 0.29
104 N -0.82 -6.39 3.14
105 C -1.95 -5.68 3.15
106 N -2.52 -5.14 2.13
107 C -3.65 -4.45 2.54
108 C -4.46 -3.72 1.68
109 C -5.53 -3.06 2.23
110 C -5.77 -3.05 3.60
111 C -4.97 -3.76 4.48
112 C -3.88 -4.44 3.92
113 S -2.66 -5.31 4.75
114 H -0.47 -6.69 2.24
115 H -0.62 -6.97 3.93
116 H -4.21 -3.68 0.63
117 H -6.07 -2.42 1.58
118 H -6.65 -2.56 3.97
119 H -5.18 -3.79 5.53

Number 1: M 1133.86 g/mol. Number 2: M 994.87 g/mol. Number 3: M 1401.72 g/mol.